1.
A molecular structure, C5H7NO. Source: the OMol25 dataset; level of theory: wB97M-V/def2-TZVPD.

The HOMO-LUMO gap comes out at 9.885 eV. The largest force on an atom is 0.01048 hartree/bohr. Its net charge is 0. The total energy is -8829.0328 eV. The molar mass is 97.117 Da.

Geometry as XYZ:
```
14
Properties=species:S:1:pos:R:3:forces:R:3:nbo_charge:R:1
C -1.311 -1.174 -0.427 0.265 -0.238 0.202 -0.366
N -1.786 0.515 -0.143 -0.119 0.124 0.041 -0.619
C -0.443 -0.028 -0.150 -0.045 -0.055 0.067 -0.004
C 0.610 0.299 0.910 -0.062 -0.179 0.505 0.066
C 1.667 -0.304 -0.036 0.164 -0.121 -0.013 -0.410
C 0.753 0.637 -0.844 0.031 0.074 -0.514 0.073
O 0.815 1.603 0.267 0.010 0.134 0.016 -0.515
H -1.557 -1.682 0.518 0.026 0.076 -0.147 0.161
H -2.268 -0.274 -0.842 -0.178 0.163 -0.001 0.403
H -2.184 0.567 0.792 0.085 -0.018 -0.133 0.379
H 0.549 0.269 2.001 0.000 -0.015 -0.177 0.198
H 1.618 -1.376 -0.249 -0.008 0.168 0.029 0.208
H 2.680 0.071 0.121 -0.146 -0.034 -0.021 0.221
H 0.856 1.020 -1.859 -0.024 -0.079 0.145 0.204
```
Forces are in eV/Å.

2.
A molecular structure, C5H7NO in a non-equilibrium geometry. Source: the OMol25 dataset; level of theory: wB97M-V/def2-TZVPD.

The HOMO-LUMO gap comes out at 9.726 eV. The largest force on an atom is 0.02780 hartree/bohr. Its net charge is 0. The total energy is -8831.9794 eV. The molar mass is 97.117 Da.

Geometry as XYZ:
```
14
Properties=species:S:1:pos:R:3:forces:R:3:nbo_charge:R:1
O 1.983 1.637 -0.341 0.282 -0.482 -0.522 -0.504
C 1.522 0.635 -0.837 0.044 -0.066 0.044 0.435
C 0.373 -0.039 -0.161 0.307 0.316 -0.049 -0.211
C -0.950 -0.527 -0.813 -0.121 0.074 -0.338 -0.236
N -1.343 -0.377 0.636 -0.025 -0.052 0.184 -0.348
C -0.456 0.914 0.661 -0.384 0.082 0.384 -0.230
C 0.005 -1.063 0.926 0.220 -0.285 0.269 -0.207
H 1.753 0.298 -1.870 0.376 0.107 0.200 0.117
H -1.562 0.106 -1.462 0.415 0.184 -0.038 0.198
H -0.967 -1.568 -1.173 -0.005 0.328 0.143 0.188
H -0.564 1.871 0.131 -1.380 -0.371 0.043 0.206
H -0.243 1.111 1.712 0.560 0.063 -0.203 0.195
H 0.375 -0.877 1.937 0.013 -0.038 -0.164 0.201
H 0.074 -2.120 0.655 -0.302 0.138 0.044 0.196
```
Forces are in eV/Å.

3.
2 unconnected molecules or ions with the total composition C5H7NO. Source: the OMol25 dataset; level of theory: wB97M-V/def2-TZVPD.

The HOMO-LUMO gap comes out at 10.367 eV. The structure (SMILES) is C=C=C1[C@H]2CN12.O. The largest force on an atom is 0.00838 hartree/bohr. Its net charge is 0. The total energy is -8831.3336 eV. The molar mass is 97.117 Da.

Geometry as XYZ:
```
14
Properties=species:S:1:pos:R:3:forces:R:3:nbo_charge:R:1
C 2.357 0.045 -0.372 -0.091 0.126 -0.036 -0.406
C 1.133 0.483 -0.239 -0.081 -0.065 0.033 0.005
C -0.108 0.722 0.022 0.418 -0.078 -0.071 0.038
C -1.393 1.362 0.047 -0.042 0.338 -0.071 -0.105
C -2.150 0.125 -0.218 -0.300 -0.119 -0.140 -0.239
N -1.131 0.118 0.849 0.052 -0.208 0.251 -0.368
H 3.140 0.330 0.327 -0.071 0.049 -0.137 0.213
H 2.617 -0.657 -1.160 -0.018 0.171 0.052 0.223
H -1.710 2.296 0.496 0.081 -0.144 -0.125 0.229
H -1.940 -0.443 -1.123 -0.022 0.111 0.103 0.202
H -3.161 0.047 0.174 0.128 0.060 -0.081 0.212
O 0.926 -1.969 1.639 -0.075 0.068 0.184 -0.944
H 1.518 -1.285 1.975 -0.035 -0.175 -0.058 0.462
H 0.116 -1.473 1.450 0.055 -0.135 0.095 0.479
```
Forces are in eV/Å.

4.
C5H7NO in the gas phase. Source: the OMol25 dataset; level of theory: wB97M-V/def2-TZVPD.

The HOMO-LUMO gap comes out at 7.841 eV. The structure (SMILES) is C/C(=C/[O-])C1=C[NH2+]1. The largest force on an atom is 0.01034 hartree/bohr. Its net charge is 0. The total energy is -8832.0995 eV. The molar mass is 97.117 Da.

Geometry as XYZ:
```
14
Properties=species:S:1:pos:R:3:forces:R:3:nbo_charge:R:1
C -1.453 0.063 0.905 -0.089 0.029 0.077 -0.612
C -0.415 -0.502 -0.032 0.179 0.008 -0.086 -0.334
C -0.548 -1.824 -0.609 0.071 -0.062 -0.081 0.397
O 0.268 -2.364 -1.341 -0.229 0.137 0.213 -0.582
C 0.695 0.183 -0.412 0.034 0.014 -0.041 0.239
C 1.824 0.563 -1.023 -0.029 -0.274 -0.015 -0.261
N 1.247 1.504 0.018 -0.116 0.422 0.303 -0.586
H -2.431 -0.388 0.701 0.157 0.071 0.014 0.222
H -1.571 1.147 0.783 0.027 -0.173 0.010 0.204
H -1.230 -0.127 1.964 -0.026 0.022 -0.178 0.204
H -1.495 -2.349 -0.342 0.132 0.049 -0.057 0.099
H 2.855 0.247 -1.016 -0.138 0.019 -0.009 0.226
H 1.581 1.549 0.980 -0.029 -0.068 -0.173 0.389
H 0.832 2.373 -0.307 0.055 -0.194 0.023 0.396
```
Forces are in eV/Å.

5.
C5H7NO in the gas phase. Source: the OMol25 dataset; level of theory: wB97M-V/def2-TZVPD.

The HOMO-LUMO gap comes out at 8.766 eV. The structure (SMILES) is Cn1cccc1O. The largest force on an atom is 0.00682 hartree/bohr. Its net charge is 0. The total energy is -8835.4477 eV. The molar mass is 97.117 Da.

Geometry as XYZ:
```
14
Properties=species:S:1:pos:R:3:forces:R:3:nbo_charge:R:1
C 0.101 -0.238 1.862 0.028 -0.020 0.144 -0.399
N 0.153 0.046 0.442 -0.078 0.005 -0.166 -0.357
C 0.736 1.151 -0.132 -0.014 0.114 0.012 -0.077
C 0.378 1.198 -1.454 0.025 0.066 0.025 -0.293
C -0.464 0.078 -1.709 0.019 -0.094 -0.006 -0.361
C -0.560 -0.609 -0.528 0.253 0.239 -0.042 0.410
O -1.148 -1.806 -0.233 0.069 -0.074 -0.044 -0.690
H 0.747 -1.072 2.150 -0.059 0.089 -0.112 0.200
H -0.924 -0.471 2.161 0.150 0.015 -0.065 0.218
H 0.421 0.659 2.396 -0.018 -0.155 -0.035 0.211
H 1.370 1.798 0.458 -0.177 -0.006 -0.082 0.208
H 0.681 1.954 -2.165 -0.023 -0.113 0.108 0.222
H -0.929 -0.209 -2.643 0.110 0.036 0.144 0.225
H -0.563 -2.480 -0.605 -0.286 -0.102 0.121 0.485
```
Forces are in eV/Å.

6.
C5H7NO in the gas phase. Source: the OMol25 dataset; level of theory: wB97M-V/def2-TZVPD.

The HOMO-LUMO gap comes out at 10.375 eV. The structure (SMILES) is C1=N[C@H]2C[C@H]2CO1. The largest force on an atom is 0.00777 hartree/bohr. Its net charge is 0. The total energy is -8834.6076 eV. The molar mass is 97.117 Da.

Geometry as XYZ:
```
14
Properties=species:S:1:pos:R:3:forces:R:3:nbo_charge:R:1
C -0.135 -1.855 -0.277 -0.135 -0.064 0.256 0.407
N -0.827 -1.357 0.660 0.238 -0.089 -0.308 -0.486
C -0.998 0.066 0.658 -0.163 0.083 0.004 -0.073
C 0.035 0.976 1.241 0.079 0.056 0.162 -0.411
C -0.157 0.917 -0.254 0.010 0.033 -0.168 -0.299
C 0.862 0.158 -1.075 0.078 0.216 0.021 -0.071
O 0.558 -1.234 -1.252 -0.064 -0.045 0.039 -0.500
H -0.052 -2.936 -0.386 -0.024 0.152 0.029 0.170
H -2.037 0.351 0.803 0.173 -0.025 -0.013 0.216
H 0.936 0.515 1.642 -0.150 0.041 -0.087 0.217
H -0.302 1.861 1.773 0.033 -0.159 -0.109 0.222
H -0.630 1.762 -0.746 0.084 -0.145 0.093 0.225
H 1.858 0.209 -0.617 -0.123 -0.021 -0.057 0.180
H 0.933 0.563 -2.086 -0.036 -0.031 0.139 0.203
```
Forces are in eV/Å.

7.
2 unconnected molecules or ions with the total composition C5H7NO. Source: the OMol25 dataset; level of theory: wB97M-V/def2-TZVPD.

The HOMO-LUMO gap comes out at 9.647 eV. The structure (SMILES) is C=C1C=NC(=O)C1.[H][H]. The largest force on an atom is 0.00996 hartree/bohr. Its net charge is 0. The total energy is -8834.1725 eV. The molar mass is 97.117 Da.

Geometry as XYZ:
```
14
Properties=species:S:1:pos:R:3:forces:R:3:nbo_charge:R:1
C -1.652 0.718 -0.462 0.076 -0.014 -0.142 -0.333
C -0.396 0.302 -0.585 -0.155 0.073 0.098 -0.072
C 0.771 1.143 -0.260 0.089 0.045 0.115 0.137
N 1.802 0.514 0.167 -0.139 0.047 -0.225 -0.448
C 1.481 -0.893 0.116 0.280 -0.397 0.015 0.672
O 2.162 -1.751 0.603 -0.256 0.388 -0.214 -0.508
C 0.163 -1.088 -0.643 -0.054 -0.031 0.059 -0.568
H -2.489 0.028 -0.488 0.055 0.068 -0.126 0.209
H -1.873 1.762 -0.257 0.033 -0.099 -0.116 0.207
H 0.744 2.233 -0.292 0.025 -0.160 0.003 0.202
H -0.462 -1.858 -0.189 0.112 0.082 -0.009 0.251
H 0.407 -1.396 -1.669 -0.058 0.085 0.167 0.257
H -0.658 0.117 1.919 0.110 -0.044 0.231 -0.012
H 0.023 0.112 2.220 -0.117 -0.045 0.143 0.006
```
Forces are in eV/Å.

8.
2 unconnected molecules or ions with the total composition C5H7NO in a non-equilibrium geometry. Source: the OMol25 dataset; level of theory: wB97M-V/def2-TZVPD.

The HOMO-LUMO gap comes out at 10.933 eV. The largest force on an atom is 0.03009 hartree/bohr. Its net charge is 0. The total energy is -8833.4140 eV. The molar mass is 97.117 Da.

Geometry as XYZ:
```
14
Properties=species:S:1:pos:R:3:forces:R:3:nbo_charge:R:1
O 2.996 0.135 -0.502 -0.952 0.163 -1.037 -0.507
C 2.225 0.283 -1.324 1.258 -0.286 0.854 0.511
C -0.239 -0.003 0.055 -0.089 0.241 0.081 0.030
C -1.081 -0.768 -0.869 -0.073 -0.045 -0.313 -0.247
N -1.414 -0.731 0.566 -0.274 -0.130 0.131 -0.360
C -0.117 1.473 0.241 -0.010 0.047 0.012 -0.615
C -0.058 -1.102 1.010 0.206 -0.144 0.210 -0.251
H 0.790 1.889 -0.206 -0.179 -0.016 0.103 0.212
H -1.770 -0.211 -1.501 0.028 -0.122 0.117 0.205
H -0.727 -1.714 -1.285 0.040 0.147 0.052 0.185
H -0.983 1.958 -0.220 0.117 0.006 0.068 0.223
H -0.120 1.701 1.312 0.016 0.032 -0.134 0.222
H 0.157 -0.846 2.046 -0.092 -0.060 -0.125 0.206
H 0.340 -2.063 0.676 0.002 0.165 -0.020 0.185
```
Forces are in eV/Å.

9.
C5H7NO in the gas phase. Source: the OMol25 dataset; level of theory: wB97M-V/def2-TZVPD.

The HOMO-LUMO gap comes out at 10.299 eV. The structure (SMILES) is [H]/N=C1\OC=C[C@@H]1C. The largest force on an atom is 0.01095 hartree/bohr. Its net charge is 0. The total energy is -8834.8274 eV. The molar mass is 97.117 Da.

Geometry as XYZ:
```
14
Properties=species:S:1:pos:R:3:forces:R:3:nbo_charge:R:1
H -1.502 -1.231 -2.261 0.247 0.115 -0.342 0.351
N -0.508 -1.091 -2.052 0.162 0.196 -0.050 -0.639
C -0.454 -0.383 -1.020 0.156 -0.238 -0.408 0.568
O -1.628 0.045 -0.411 -0.145 -0.234 0.343 -0.522
C -1.394 -0.301 0.910 -0.087 -0.156 0.276 0.119
C -0.104 -0.405 1.213 -0.053 -0.175 0.019 -0.280
C 0.696 -0.154 -0.056 -0.005 -0.039 -0.050 -0.328
C 1.355 1.232 -0.109 -0.018 0.075 -0.025 -0.595
H -2.292 -0.602 1.432 0.153 0.447 0.307 0.209
H 0.305 -0.734 2.157 -0.064 0.143 -0.058 0.230
H 1.445 -0.932 -0.232 -0.148 0.104 0.028 0.238
H 2.143 1.305 0.649 -0.164 -0.064 -0.107 0.215
H 0.620 2.015 0.098 0.068 -0.089 -0.061 0.214
H 1.811 1.425 -1.086 -0.103 -0.086 0.127 0.219
```
Forces are in eV/Å.

10.
A molecular structure, C5H7NO in a non-equilibrium geometry. Source: the OMol25 dataset; level of theory: wB97M-V/def2-TZVPD.

The HOMO-LUMO gap comes out at 9.183 eV. The largest force on an atom is 0.03871 hartree/bohr. Its net charge is 0. The total energy is -8830.2697 eV. The molar mass is 97.117 Da.

Geometry as XYZ:
```
14
Properties=species:S:1:pos:R:3:forces:R:3:nbo_charge:R:1
C 0.863 0.934 -1.029 0.060 -0.460 0.247 -0.634
C -0.385 0.770 -0.147 -1.397 0.330 0.025 -0.370
C -1.150 -0.589 0.773 1.222 1.285 -0.905 0.045
C 0.482 -0.434 1.195 0.779 -1.597 0.830 0.010
O -0.524 -0.866 1.993 -0.092 0.250 0.733 -0.445
C -1.361 -1.716 -0.101 -0.503 -0.545 -0.682 0.168
N -1.780 -2.500 -0.848 0.550 0.528 0.613 -0.311
H 1.764 1.136 -0.444 -0.016 -0.024 -0.154 0.202
H 0.685 1.777 -1.716 -0.026 -0.222 0.360 0.235
H 1.023 0.055 -1.657 0.074 -0.012 0.088 0.223
H -0.516 1.634 0.499 -0.236 0.037 -0.067 0.226
H -1.214 0.685 -0.832 -0.240 0.463 -0.304 0.245
H 0.991 -1.240 0.697 0.459 -0.126 -0.267 0.194
H 1.121 0.353 1.618 -0.635 0.093 -0.517 0.214
```
Forces are in eV/Å.

11.
C5H7NO in the gas phase in a non-equilibrium geometry. Source: the OMol25 dataset; level of theory: wB97M-V/def2-TZVPD.

The HOMO-LUMO gap comes out at 10.057 eV. The structure (SMILES) is CN1C(=O)[C@H]2C[C@H]21. The largest force on an atom is 0.11994 hartree/bohr. Its net charge is 0. The total energy is -8833.3323 eV. The molar mass is 97.117 Da.

Geometry as XYZ:
```
14
Properties=species:S:1:pos:R:3:forces:R:3:nbo_charge:R:1
C -0.757 -0.766 -1.667 2.103 -0.717 0.914 -0.414
N 0.123 -0.101 -0.721 0.693 -1.076 1.872 -0.444
C 0.406 1.236 -0.484 0.834 -1.314 1.778 0.715
O 0.308 2.202 -1.184 -0.084 -0.218 0.458 -0.576
C 0.904 0.820 1.094 -3.534 -1.043 -4.946 -0.307
C -0.299 0.120 1.628 2.507 -1.630 3.283 -0.406
C 0.542 -0.617 0.644 -0.996 3.102 -0.759 -0.076
H -0.166 -1.660 -1.988 -1.236 0.334 0.160 0.207
H -1.779 -0.913 -1.341 -0.089 -0.392 0.290 0.196
H -0.732 -0.089 -2.448 -0.437 1.150 -2.128 0.222
H 1.766 1.114 1.510 2.682 1.079 1.814 0.221
H -0.150 -0.270 2.714 -0.752 0.877 -1.904 0.220
H -1.219 0.408 1.280 -2.250 0.725 -0.182 0.217
H 1.053 -1.484 0.963 0.558 -0.877 -0.650 0.225
```
Forces are in eV/Å.

12.
C5H7NO in the gas phase. Source: the OMol25 dataset; level of theory: wB97M-V/def2-TZVPD.

The HOMO-LUMO gap comes out at 10.764 eV. The structure (SMILES) is [H]/N=C1\OC[C@H]2C[C@@H]12. The largest force on an atom is 0.00944 hartree/bohr. Its net charge is 0. The total energy is -8834.9467 eV. The molar mass is 97.117 Da.

Geometry as XYZ:
```
14
Properties=species:S:1:pos:R:3:forces:R:3:nbo_charge:R:1
H 2.585 -1.857 0.028 0.116 0.369 0.039 0.351
N 1.645 -1.829 0.408 0.056 0.437 -0.162 -0.698
C 1.028 -0.733 0.283 -0.165 -0.318 0.069 0.570
O 1.448 0.451 -0.272 -0.048 -0.084 0.085 -0.505
C 0.374 1.434 -0.300 -0.026 -0.008 -0.031 -0.063
C -0.858 0.749 0.261 0.033 0.109 0.033 -0.264
C -1.294 -0.448 -0.523 -0.192 -0.065 -0.171 -0.395
C -0.395 -0.610 0.670 -0.011 -0.108 0.190 -0.304
H 0.264 1.735 -1.348 -0.046 -0.042 0.140 0.188
H 0.626 2.330 0.283 0.287 -0.391 -0.017 0.192
H -1.555 1.300 0.885 0.127 -0.006 -0.225 0.234
H -0.841 -0.575 -1.505 -0.125 -0.053 0.163 0.217
H -2.308 -0.817 -0.433 0.057 0.141 0.021 0.228
H -0.721 -1.128 1.561 -0.065 0.018 -0.134 0.248
```
Forces are in eV/Å.